Molecular formula: C7H9N4S
Method: DFT, the ωB97M-V functional and the def2-TZVPD basis

Last column: natural (NBO) charge in e.
Cartesian coordinates (Å):
C: -3.023 -1.399 -1.079  0.041
C: -3.946 -0.534 -0.357  -0.008
C: 1.460 0.621 1.266  -0.027
C: 0.283 0.152 1.682  -0.044
C: -1.562 -0.877 0.533  0.251
C: 0.470 -0.269 -0.514  0.237
C: 2.781 0.939 -0.756  -0.401
N: -1.816 -1.412 -0.689  -0.441
N: -3.435 0.083 0.686  -0.594
N: 1.587 0.392 -0.064  -0.276
N: -0.319 -0.338 0.568  -0.318
S: -4.087 0.951 1.855  0.446
H: -3.321 -1.738 -2.079  0.222
H: -4.905 -0.450 -0.602  0.205
H: 2.331 1.088 1.751  0.256
H: -0.354 0.192 2.559  0.258
H: -1.933 -1.256 1.434  0.219
H: 0.109 -0.410 -1.476  0.266
H: 2.579 1.926 -0.963  0.231
H: 3.656 0.671 -0.180  0.240
H: 2.902 0.284 -1.695  0.237

Summary:
Total charge: +1
Energy above the lowest of the compared OMol25 structures with the same formula, charge and spin, kJ/mol: 0.0
LUMO level (spin up / spin down), eV: -4.1 / -5.6
Electronic energy, Ha: -888.94939
Multiplicity: 3